{"formula": "C3H12N2S", "method": "ωB97M-V/def2-TZVPD", "elements": ["C", "C", "S", "H", "H", "H", "H", "H", "H", "N", "C", "N", "H", "H", "H", "H", "H", "H"], "positions_angstrom": [[2.1210, 2.6868, -1.1183], [2.2726, 1.3812, -0.3867], [2.4924, 1.6311, 1.4426], [1.1455, 3.0974, -0.9282], [2.9079, 3.3695, -0.8128], [2.1319, 2.5385, -2.1981], [3.1101, 0.7605, -0.6864], [1.3857, 0.7495, -0.4286], [1.4779, 2.5057, 1.4817], [-3.2298, -1.7129, 0.6450], [-1.8024, -1.6708, 0.4725], [-1.3040, -2.8438, -0.2581], [-3.5161, -2.1997, 1.4421], [-3.7633, -1.0971, 0.0726], [-1.3225, -1.6180, 1.4597], [-1.4960, -0.7647, -0.0120], [-2.0627, -3.4940, -0.3968], [-0.5481, -3.3190, 0.2097]], "lowdin_charge": [-0.19, -0.60, 0.64, 0.06, 0.07, 0.07, 0.06, 0.05, -0.16, 0.01, -0.38, -0.02, 0.05, 0.06, 0.10, 0.08, 0.05, 0.05], "multiplicity": 1, "homo_lumo_gap_ha": 0.3519, "relative_energy_ev": 0.466, "lumo_ha": 0.0320}